[1]
16
Properties=species:S:1:pos:R:3:forces:R:3:nbo_charge:R:1 method="wB97M-V/def2-TZVPD" e_above_lowest_kcal_mol=121.5 fmax_ev_per_a=0.59 e_homo_ev="-8.817 / -8.111" e_tot_ha=-271.5591 orbital_gap_ev="8.5 / 7.1"
C 0.0606 -1.1366 0.5940 0.0017 0.0328 0.0554 -0.675
H -0.3989 -1.8940 -0.2294 -0.0018 0.1903 -0.1365 0.339
C 0.2055 0.0156 -0.4536 0.0022 -0.0051 -0.1340 -0.188
H 1.1873 -0.1010 -0.9288 -0.1752 0.0239 0.0747 0.212
C 0.1476 1.3821 0.2512 -0.0607 -0.0152 -0.0469 -0.491
C 0.8309 0.7819 1.4001 0.0678 0.0072 0.2081 -0.135
H 1.9155 0.6723 1.3819 -0.3128 -0.0206 -0.0744 0.206
H 0.3629 0.6791 2.3777 0.0958 -0.0300 -0.3457 0.213
H 0.6863 2.1749 -0.2742 -0.0700 -0.1568 0.0838 0.230
H -0.8786 1.6921 0.4725 0.1730 -0.0785 -0.0635 0.220
H -0.7490 -1.0237 1.3196 0.1126 -0.0377 -0.1008 0.221
H -0.5483 0.1569 -2.4875 -0.0752 -0.1699 0.2257 0.167
O -0.9852 -1.6522 -1.6200 0.0020 -0.0735 0.2115 -0.634
C -0.9263 -0.3280 -1.5609 0.1662 0.5318 0.1826 -0.037
H 0.9513 -1.6145 1.0031 -0.1387 0.0442 -0.0562 0.231
H -1.8618 0.1951 -1.2457 0.2130 -0.2429 -0.0839 0.121


[2]
105
Properties=species:S:1:pos:R:3:forces:R:3:mulliken_charge:R:1 method="wB97M-V/def2-TZVPD" e_above_lowest_kcal_mol=62.1 total_charge=-2 fmax_ev_per_a=0.98 spin_multiplicity=5 e_homo_ev="-2.015 / -2.183" e_tot_ha=-14728.6021 orbital_gap_ev="6.1 / 6.3" s2=6.0871
C 3.1349 1.9531 -2.4282 0.0836 -0.1395 0.0634 0.035
H -1.9616 -2.5596 3.7108 0.0031 0.0149 -0.0259 0.263
C 4.9021 -1.4331 1.6950 0.0936 0.0358 0.0138 -1.309
C -3.5365 0.2139 2.9565 -0.0542 -0.0820 0.0748 -1.415
H 3.8815 -2.1393 8.1143 0.0014 0.0012 -0.0076 0.361
C -2.5031 2.9070 -2.0627 0.0308 -0.0457 0.0273 -0.927
C -2.5581 0.8519 1.9742 0.1320 0.0318 -0.0959 0.366
C -5.6261 -1.4036 -1.5979 -0.0139 -0.0165 -0.0240 0.341
H 2.9524 2.8174 -7.1798 -0.0007 0.0008 0.0117 0.357
H 3.9095 -0.4793 4.1769 -0.0323 0.0075 -0.0275 -0.145
H -2.3314 1.8756 2.2702 0.0287 -0.0148 0.0079 0.547
C -1.4481 -2.0630 1.6402 -0.0637 0.0199 -0.1292 -0.216
H -4.4511 0.8084 3.0596 0.0025 -0.0111 -0.0199 0.383
H 5.3695 -0.4696 1.4840 -0.0423 -0.0493 -0.0244 0.130
O -0.0872 -2.5403 -2.6478 -0.0646 -0.0757 -0.0057 -0.727
Ge -0.8443 -0.1676 1.8878 0.2309 0.0012 0.1605 0.113
C 4.0381 -1.2899 6.1444 0.0105 0.0129 -0.0264 -1.143
H 0.2142 -1.6686 5.9619 0.0119 0.0133 -0.0191 0.297
C 1.2507 -0.5440 3.6915 0.1956 -0.0002 0.0971 -0.372
C -7.1925 -3.2522 -1.7104 0.0121 -0.0067 0.0452 -0.652
H 5.6341 0.7126 -1.6495 -0.0383 0.0100 -0.0092 0.323
H 5.0853 -1.6723 2.7466 -0.0329 0.0346 -0.0003 0.328
H 5.1338 0.9288 -4.9659 -0.0119 0.0126 -0.0271 0.220
H 3.3205 -1.3796 0.2411 -0.0478 0.0571 0.0181 -0.031
H 2.0493 3.8851 -4.9885 0.0094 -0.0115 -0.0145 0.339
C 1.3671 3.7912 -2.4382 0.0186 -0.0310 0.0014 -1.449
H -5.7389 -2.9867 -0.1576 0.0037 0.0081 -0.0074 0.337
C 4.3617 1.4974 -4.4548 -0.0545 0.0193 -0.0516 -1.073
C 1.9676 -1.9388 7.1503 0.0137 -0.0146 0.0266 -0.805
C 4.1394 1.2460 -3.1050 0.0662 -0.0686 -0.0556 0.899
C 4.5660 1.8036 2.7646 0.1244 -0.0057 -0.0143 -1.094
O 2.4936 -1.7551 -2.4866 0.1362 -0.0687 -0.0831 -0.787
Se 2.9685 1.6744 -0.5326 -0.0402 0.2591 0.2337 -0.434
O 0.4554 0.0615 -2.1539 0.2290 0.1767 -0.2464 -0.871
C -0.9544 3.0882 0.2349 0.0182 -0.0261 0.0144 0.047
N -0.8811 2.0000 -0.5685 0.2380 0.1048 0.0330 1.571
C 1.9616 -0.9796 4.9183 0.0493 -0.0197 0.0331 0.592
H 5.1176 -1.1941 6.1748 -0.0085 -0.0057 0.0139 0.390
O 0.8826 -1.5133 -0.3093 0.2095 -0.0045 0.0583 -0.838
H 5.6351 -0.2837 -3.1198 0.0190 -0.0328 -0.0140 0.370
H -7.6177 -1.1809 -4.3465 -0.0046 -0.0060 0.0024 0.363
C 3.3504 -1.8163 7.2266 -0.0179 -0.0080 0.0276 -0.384
H 2.6666 2.4764 2.0618 -0.0655 -0.0182 0.0167 0.637
C 1.2876 -1.5335 6.0145 -0.0215 -0.0301 -0.0478 -0.642
H -3.7843 -3.5513 -2.0388 -0.0014 -0.0019 -0.0044 0.507
C -7.2127 -1.5817 -3.4245 -0.0020 0.0187 -0.0177 -0.660
H 0.3951 3.6948 -2.9286 0.0020 -0.0170 0.0269 0.278
H 4.4527 1.8941 -7.0741 -0.0056 -0.0031 0.0158 0.349
H -1.4158 1.0473 -2.2892 0.0277 0.1010 -0.0153 0.990
Ge 2.2150 -0.0235 2.0189 -0.3192 0.0813 0.1306 0.953
C 3.4221 -1.4400 1.3239 -0.1266 -0.0295 -0.0528 -0.150
H -3.0702 2.8079 -2.9785 0.0016 -0.0032 -0.0009 0.447
C -6.1562 -2.5860 -1.0747 -0.0158 0.0173 -0.0252 -0.197
H -2.9937 0.8964 0.9725 0.0219 -0.0211 0.0071 -0.097
H 4.9973 1.7863 1.7620 -0.0250 -0.0075 0.0226 0.094
H 1.6643 4.8435 -2.4848 0.0016 -0.0046 -0.0605 0.461
C -1.8588 4.1236 -0.0991 -0.0926 0.0297 -0.0516 -0.969
H 5.0521 1.0156 3.3471 -0.0330 0.0221 -0.0085 0.275
S 0.0823 3.1307 1.5873 0.0225 0.0813 0.0329 -0.291
C -2.6257 4.0277 -1.2323 0.0292 0.0007 0.0456 -0.589
H 5.4350 -2.1817 1.1002 -0.0024 -0.0177 0.0238 0.447
C 3.3511 -0.8850 5.0084 0.0329 0.0101 0.0693 0.775
H 1.2609 3.5334 -1.3881 -0.0418 -0.0102 0.0063 -0.348
C 2.6440 3.1362 -4.4695 0.0074 0.0204 0.0108 -0.928
C -0.0520 -0.2659 3.6735 -0.2442 -0.0010 0.0601 -0.688
H -5.7788 -0.0015 -3.2093 -0.0034 -0.0053 -0.0026 0.358
C -4.4894 -0.7140 -0.9377 -0.0097 0.0474 0.0109 -1.273
C -7.7278 -2.7549 -2.8907 -0.0284 -0.0249 -0.0274 -0.432
H 4.4580 3.6281 -6.7577 -0.0036 0.0002 0.0118 0.282
C -6.1778 -0.9161 -2.7856 0.0169 -0.0217 0.0242 -0.278
H -1.8754 -1.3251 -3.8403 -0.0501 -0.0002 0.0152 0.415
H -4.4961 0.3553 -1.1638 0.0120 0.0036 0.0148 0.553
H -8.5346 -3.2778 -3.3900 0.0013 0.0053 -0.0003 0.359
H -1.9150 4.9829 0.5547 0.0057 -0.0044 0.0013 0.476
H -4.5433 -0.8148 0.1488 0.0298 -0.0478 -0.0105 0.337
H -3.6330 -1.6790 -3.8157 -0.0020 0.0084 0.0011 0.498
C -1.6071 1.9288 -1.6907 -0.1274 -0.0144 -0.0283 -1.382
H 2.5945 1.8236 3.6810 0.0275 -0.0416 -0.0026 0.536
H 4.8478 2.7575 3.2242 -0.0173 0.0011 -0.0055 0.377
H -3.3132 4.8273 -1.4882 -0.0068 -0.0077 -0.0034 0.392
H -3.0520 -0.0062 -3.6118 -0.0009 0.0068 -0.0295 0.265
C 2.4001 2.9244 -3.1140 -0.1469 0.1014 0.0624 0.846
C -1.3604 -2.9464 2.8806 0.0119 -0.0390 0.0872 -1.430
C 3.6173 2.4345 -5.1626 0.0467 -0.0445 0.1282 0.881
C -2.9116 -3.2525 -1.4565 0.0430 -0.0022 -0.0221 -1.485
H -3.0994 0.1217 3.9556 -0.0031 0.0189 -0.0140 0.328
H 4.3721 -0.5004 -1.8869 0.0468 0.0313 -0.0997 0.165
H -0.3334 -3.0208 3.2439 0.0009 -0.0022 -0.0193 0.268
H 1.4153 -2.3675 7.9792 0.0067 0.0034 -0.0010 0.368
H -0.8598 -2.4822 0.8252 0.0220 0.0166 0.0141 0.474
H -3.0087 -3.6046 -0.4292 -0.0182 -0.0176 0.0071 0.298
C -2.8375 -1.0559 -3.4036 0.0102 -0.0014 0.0226 -1.433
C 3.8835 2.7069 -6.6193 0.0006 -0.0145 -0.0657 -1.549
H -1.9978 -3.6630 -1.8895 -0.0701 0.0166 0.0313 0.429
C 4.9982 0.2331 -2.3999 -0.0440 -0.0525 0.0298 -1.592
H -0.6428 -0.2948 4.5926 0.0109 -0.0372 0.0008 0.147
H 2.9493 -2.3869 1.6012 0.0257 0.0130 0.0430 0.575
Se 0.9808 -1.5128 -1.9857 -0.2899 0.4667 0.4739 1.032
H -2.4867 -2.0176 1.2923 0.0307 0.0071 0.0400 -0.157
H -3.8374 -0.7924 2.6479 0.0318 0.0369 -0.0024 0.241
C 3.0469 1.6754 2.6959 -0.0016 -0.0301 -0.1192 -0.535
H -1.7098 -3.9638 2.6700 -0.0018 0.0094 -0.0042 0.397
As -2.6352 -1.3126 -1.4691 -0.0276 -0.0650 -0.0209 1.171
H -7.5811 -4.1683 -1.2808 -0.0060 -0.0001 -0.0108 0.362
Fe 0.7146 0.6612 -0.0231 -0.1158 -0.6146 -0.7492 1.757


[3]
16
Properties=species:S:1:pos:R:3:forces:R:3:nbo_charge:R:1 method="wB97M-V/def2-TZVPD" e_above_lowest_kcal_mol=30.2 total_charge=+1 fmax_ev_per_a=5.00 smiles="CN1CCOC1=[NH2+]" e_homo_ev=-14.822 e_tot_ha=-342.3091 orbital_gap_ev=11.9
O -0.6226 1.5768 0.5349 -1.6856 -4.4682 0.7055 -0.447
H 0.7413 0.8951 -1.8161 1.1715 -0.6391 1.4597 0.235
N -1.8322 -0.3939 0.9890 1.3655 0.5464 -0.7827 -0.740
H 1.2654 1.9465 1.0538 1.1939 -0.1469 1.0861 0.202
H 2.1957 0.3744 -0.5933 -1.4306 0.3002 -0.7614 0.255
H 0.9598 -2.1259 -1.0196 1.1039 -0.3441 -0.9025 0.253
H -1.8815 -1.3613 0.7871 -1.0771 -0.9850 0.6284 0.438
N 0.2202 -0.4131 -0.1889 -0.9982 1.9450 1.1970 -0.373
C 0.1383 -1.8239 -0.4405 -0.7483 0.0517 -0.3198 -0.443
H -0.7814 -1.9972 -1.0548 0.6096 -0.4606 0.7940 0.224
C 1.1060 0.6551 -0.7466 0.2306 0.2859 -0.7327 -0.242
H -2.3072 0.2082 1.6103 -1.3521 -0.1165 0.8407 0.456
H 0.2542 -2.3420 0.5129 -0.6039 -0.3059 -0.1424 0.236
H 0.5911 2.7993 -0.2714 0.7542 0.9153 -1.0652 0.232
C -0.7750 0.1578 0.4851 2.4017 4.1699 -1.3495 0.795
C 0.7279 1.8443 0.1582 -0.9351 -0.7481 -0.6553 -0.082


[4]
18
Properties=species:S:1:pos:R:3:forces:R:3:nbo_charge:R:1 method="wB97M-V/def2-TZVPD" e_above_lowest_kcal_mol=14.8 fmax_ev_per_a=0.31 smiles=CCCOCC e_homo_ev=-9.727 e_tot_ha=-272.9251 orbital_gap_ev=10.9
C -0.7502 1.6266 -1.8308 -0.0150 0.0431 -0.0001 -0.643
H -1.1567 1.7593 -2.8374 0.1186 0.0602 0.0624 0.214
H -0.9081 0.1544 0.2216 0.0976 -0.1274 0.0697 0.155
H -0.4810 2.6057 -1.4208 -0.0069 -0.1378 -0.0943 0.211
H 1.4152 -1.2589 1.5840 -0.1156 0.0915 -0.0074 0.202
C 0.4652 0.6986 -1.8728 -0.0981 0.0937 -0.2807 -0.061
C 0.0532 -0.3736 0.1631 -0.2268 -0.1233 0.1718 -0.057
C 0.5591 -0.5742 1.5778 0.0692 0.0235 0.0020 -0.413
O 0.9707 0.3780 -0.5935 0.0258 0.0387 0.0389 -0.532
H -1.5603 1.2218 -1.2151 0.1482 0.0642 -0.2181 0.205
H 0.9185 0.3930 1.9492 -0.0543 -0.1383 -0.0320 0.208
H 0.2145 -0.2261 -2.4214 0.0147 0.1107 0.1259 0.156
H 1.2924 1.1802 -2.4058 -0.1639 -0.0672 0.0731 0.189
H -1.4032 -0.3845 2.4844 0.1443 -0.1208 0.0217 0.201
H -0.2411 -1.2588 3.4932 -0.0164 0.0080 -0.1362 0.214
H -0.9638 -2.0493 2.0833 0.0809 0.1293 0.0684 0.202
C -0.5697 -1.0981 2.4626 -0.0658 -0.0478 0.0617 -0.606
H -0.1444 -1.3426 -0.3298 0.0635 0.0997 0.0731 0.157


[5]
13
Properties=species:S:1:pos:R:3:forces:R:3:nbo_charge:R:1 method="wB97M-V/def2-TZVPD" e_above_lowest_kcal_mol=58.3 fmax_ev_per_a=2.42 smiles="C=O.NCN" e_homo_ev=-9.445 e_tot_ha=-265.6902 orbital_gap_ev=10.0
H 0.7317 -1.4750 1.7756 -0.0634 -0.8141 -0.0089 0.345
H -2.2019 0.5809 -0.9279 0.0233 0.0139 0.2324 0.107
H 0.3298 1.2891 1.2812 0.1759 0.1388 -0.2853 0.172
H 2.0084 -0.5580 -0.1850 0.6376 -0.0897 0.4071 0.341
N 0.1224 -0.7007 1.5840 1.3036 1.0690 0.3029 -0.812
H 1.0725 0.4638 -0.8332 -0.5748 0.6383 0.3368 0.342
H 1.7779 0.8130 1.9817 -0.0167 -1.1926 0.6747 0.199
H -1.1330 0.0984 -2.3811 0.0428 -0.1502 -0.0735 0.099
H -0.2503 -0.8083 0.6506 -0.5187 -0.7659 0.0918 0.341
O -3.0435 -0.5562 -2.3451 0.0466 -0.1627 -0.0750 -0.479
C 1.0211 0.4378 1.2959 -1.2423 1.6487 -1.2665 -0.083
C -2.1118 0.0284 -1.8743 -0.1173 0.3072 -0.0802 0.272
N 1.6767 0.3869 -0.0223 0.3032 -0.6407 -0.2562 -0.844


[6]
55
Properties=species:S:1:pos:R:3:forces:R:3:nbo_charge:R:1 method="wB97M-V/def2-TZVPD" e_above_lowest_kcal_mol=23.2 total_charge=+3 fmax_ev_per_a=4.49 e_homo_ev=-16.849 e_tot_ha=-1242.4948 orbital_gap_ev=5.5
H -0.3072 0.0931 2.7261 -0.2413 0.7181 -0.4267 0.423
C 3.2893 -3.3426 2.1237 -0.0370 -1.2737 0.5331 -0.278
H -2.5760 3.3282 1.5563 -0.5828 -0.2071 -0.0538 0.244
H 3.7802 -3.8993 1.3253 0.1092 0.8308 -0.4922 0.226
O -1.8670 1.4541 -1.6117 0.0099 -1.1484 -0.5039 -0.780
H 1.0399 2.0280 2.5825 -0.0192 -0.0012 0.1536 0.204
H -1.4131 2.2710 -1.8690 0.7466 -0.3342 0.3771 0.551
C 3.0360 2.1817 -3.4978 -0.7467 0.7496 0.1144 -0.251
O 2.4720 -2.2539 1.6761 0.1019 0.0900 -1.0451 -0.599
H 0.9783 -1.6574 -3.4464 -0.7360 0.5634 -0.1347 0.251
N 0.1468 -0.3157 1.9085 -0.3633 -1.9895 0.0581 -0.942
H 2.8785 1.7867 -4.5013 0.0881 -0.4374 0.1483 0.181
H 2.0045 0.1633 1.0035 -0.1531 -0.0335 -0.0207 0.241
C 1.6161 -0.0178 2.0076 0.6183 1.6794 0.0020 -0.082
H 3.8284 2.9260 -3.5716 0.3986 -0.3973 0.3400 0.202
H -4.2646 -1.0095 -0.6905 0.2933 -0.2346 0.3427 0.541
H -4.0170 1.4376 0.8700 0.4865 -0.5045 -0.5230 0.205
O -3.4887 -0.5221 -0.9982 0.9678 0.5730 0.5049 -0.784
H 4.0330 -3.0201 2.8498 -0.0060 0.1084 -0.0894 0.214
H -5.0328 0.3555 -2.1202 0.0642 0.8415 0.7086 0.250
H 2.1247 -2.9116 -1.5603 -0.2391 -0.2105 0.3340 0.248
H 2.4693 1.2461 -1.8961 0.0577 0.0885 -0.0075 0.465
H 3.3946 -0.8380 2.8539 -0.0787 0.0397 0.2110 0.241
C -3.1517 1.5744 -2.2734 -1.3450 -0.0409 0.6545 -0.103
C 2.3850 -1.1686 2.6047 -0.0429 -1.0546 -0.0647 -0.088
O -2.7096 -0.0485 1.6830 1.4010 -0.4050 -1.5435 -0.791
H -1.9552 2.3560 2.8584 0.5939 -0.0999 -0.1538 0.214
H 1.8734 -1.6285 3.4602 0.1830 0.6862 0.5420 0.191
C -3.9443 0.2677 -2.1289 -0.1529 -0.8902 -1.3007 -0.116
H 2.7748 1.6675 2.6129 -0.1269 0.2702 -0.1664 0.268
H 0.2929 -3.1450 -2.7956 0.0141 0.0675 -0.2555 0.215
H -3.8946 -0.4147 -2.9831 0.8588 0.3836 -0.3040 0.211
O 0.7122 -2.0719 -0.2164 -1.5850 0.4802 -0.2647 -0.816
H 2.0877 -1.1755 -1.4387 -0.1446 0.0755 -0.1745 0.228
H -3.6289 2.4164 -1.7687 -0.3654 -0.2013 0.0223 0.211
O -1.2127 1.9534 0.9047 0.1426 -0.9133 -0.0730 -0.776
H 1.8581 1.0847 3.9113 -0.6232 -0.0485 0.0525 0.249
H 2.6749 -4.1372 2.5567 -0.2234 0.3822 0.4674 0.199
C 1.7815 1.2757 2.8394 1.2295 -0.6602 -0.3132 -0.635
H 2.1486 2.7647 -3.2325 -0.0999 0.0586 -0.2103 0.144
H -4.0415 1.1671 2.5305 0.3515 0.8471 0.3671 0.250
O -0.8485 -1.6015 -2.2414 0.3008 1.4689 0.9815 -0.789
C -2.2707 2.3140 1.8123 -0.1586 0.1337 0.9157 -0.108
C 1.4499 -2.0626 -1.4457 0.4114 1.1781 -0.3832 -0.111
C 0.4676 -2.0872 -2.5837 1.2422 -2.1482 -0.3458 -0.116
H -1.3835 -1.9452 -2.9717 -0.6820 0.3999 0.3470 0.557
C -3.3346 1.2502 1.7035 -1.6063 0.2648 0.2799 -0.107
H -0.5542 2.6623 0.8925 0.2052 -0.2141 -0.2190 0.544
F 0.7422 0.8824 -0.9847 -3.4807 -2.2863 1.6812 -0.727
H 1.3557 -2.4382 0.4422 0.0300 0.5829 1.1584 0.566
H 0.2121 -1.2702 2.2863 -0.7840 -0.4076 -0.6439 0.418
O 3.2232 1.1880 -2.4840 0.2644 -0.1304 -0.3901 -0.735
Hf -0.9945 -0.2949 -0.2058 3.1028 2.9847 -1.1332 2.784
H -3.1575 -0.6823 2.2567 -0.0731 0.0158 -0.0126 0.548
H -3.0832 1.8641 -3.3215 0.4236 -0.2897 -0.0484 0.249